(1)
This record from OMol25 describes a molecular structure, FLi in a non-equilibrium geometry. The level of theory is ωB97M-V with the def2-TZVPD basis set.

Geometry as XYZ:
```
2
Properties=species:S:1:pos:R:3:forces:R:3
Li -0.509050 0.528632 0.594208 1.223 -1.277 -1.428
F 0.509050 -0.528632 -0.594208 -1.223 1.277 1.428
```
Positions in Å, forces in eV/Å.

Values from the calculation:
* charge: 0
* HOMO level: -9.7615 eV
* E_LUMO: -1.0 eV
* total energy: -2923.0709 eV
* ΔE to the lowest compared entry with this formula, charge and spin: 10.50 kcal/mol
* maximum force: 2.3 eV Å⁻¹

(2)
This record from OMol25 describes 2 unconnected molecules or ions with the total composition C7H14N2 in a non-equilibrium geometry. The level of theory is ωB97M-V with the def2-TZVPD basis set.

Geometry as XYZ:
```
23
Properties=species:S:1:pos:R:3:forces:R:3
H 1.743144 -0.633406 1.497792 0.020 -0.308 -0.510
C 0.136009 3.650093 -0.743648 0.397 -0.250 -0.653
H -0.145815 -1.037025 0.262417 0.761 -1.256 -0.636
H -1.886778 -0.032036 1.103426 0.036 0.552 0.722
C 0.662832 -1.776621 -0.061563 -1.942 1.986 0.673
C 1.685923 -1.638537 1.044325 1.008 0.203 -0.360
C -1.640838 0.551309 -0.816224 1.777 3.114 0.293
H 1.215308 3.612522 -0.888842 0.090 0.404 0.157
H 0.921011 -1.426705 -1.066029 0.603 0.246 0.344
H -0.171352 4.426046 -0.055586 0.312 -0.092 0.628
C -0.374755 2.274328 -0.393489 -1.331 2.037 -0.179
C 0.096267 -3.157530 -0.231744 0.731 -0.680 -1.045
C -0.808719 1.841649 0.821494 -0.296 -1.349 0.392
N -0.939055 1.542568 -1.387273 -0.613 -2.083 -0.431
H -0.637818 2.067935 1.854519 0.180 0.501 0.043
H -0.755809 -3.129817 -0.931886 0.070 -0.182 0.545
H -0.130639 -3.626160 0.725895 -0.279 -0.097 -0.156
H 0.873819 -3.768427 -0.760645 -0.609 0.152 0.594
N -1.625525 0.767104 0.546350 -0.501 -1.863 -1.358
H 1.452665 -2.309584 1.851700 -0.251 -0.399 0.427
H -2.046369 -0.269588 -1.372854 -0.443 -0.190 0.302
H 2.675841 -1.932510 0.690302 0.162 0.123 0.140
H -0.299346 4.004393 -1.688439 0.117 -0.571 0.067
```
Positions in Å, forces in eV/Å.

Values from the calculation:
* charge: 0
* HOMO level: -8.6119 eV
* E_LUMO: 0.8 eV
* total energy: -10465.5581 eV
* ΔE to the lowest compared entry with this formula, charge and spin: 18.65 kcal/mol
* SMILES: Cc1c[nH]cn1.CCC
* maximum force: 3.6 eV Å⁻¹

(3)
This record from OMol25 describes a molecular structure, CH3Na9O5 in a non-equilibrium geometry. The level of theory is ωB97M-V with the def2-TZVPD basis set.

Geometry as XYZ:
```
18
Properties=species:S:1:pos:R:3:forces:R:3
Na -0.140826 2.167242 2.877286 0.245 1.724 -0.114
Na -2.029246 2.011111 -0.354251 0.056 1.947 -0.424
Na 1.211573 1.938154 -0.922304 0.473 1.136 -0.520
Na -0.723299 -0.885647 3.469727 -0.328 0.165 0.648
O -0.149810 -0.355376 -0.854878 -0.428 -1.149 1.287
Na 2.399763 -0.397989 2.987421 1.718 0.215 -0.067
O -0.397684 -1.536978 1.091121 -0.891 -1.119 0.138
Na -0.009587 -3.059035 -0.901976 0.931 -0.356 -0.643
Na -0.782988 -3.809767 2.321980 0.343 -1.553 0.503
C 0.008893 -0.446237 0.409962 -0.328 1.729 0.336
Na -2.844469 -1.726263 0.820824 -1.133 0.057 -0.197
Na -1.676560 -0.863483 -3.041602 -0.012 0.467 -1.372
O -0.241786 3.545739 0.110746 -0.556 -2.727 -0.273
H 1.802684 0.005815 -4.160924 0.527 0.370 -0.204
O 0.438454 0.543464 1.121474 -0.126 -1.595 0.321
H 1.584956 -0.644099 -2.810844 0.453 -0.260 -0.074
O 1.910093 0.166137 -3.210293 -1.009 0.001 0.383
H -0.360170 3.347204 1.046537 0.063 0.948 0.274
```
Positions in Å, forces in eV/Å.

Values from the calculation:
* charge: +6
* HOMO level: -25.8914 eV
* E_LUMO: -21.8 eV
* total energy: -50997.9621 eV
* maximum force: 2.8 eV Å⁻¹

(4)
This record from OMol25 describes 10 unconnected molecules or ions with the total composition C9H15Cl27NOP in a non-equilibrium geometry. The level of theory is ωB97M-V with the def2-TZVPD basis set.

Geometry as XYZ:
```
54
Properties=species:S:1:pos:R:3:forces:R:3
Cl 3.353479 3.073983 -4.934877 0.093 0.126 0.016
Cl -4.855279 0.334862 -8.054176 0.020 -0.007 0.013
N 2.343872 -0.169576 -5.828187 -0.594 0.498 0.038
Cl -4.788556 2.888196 -6.668223 0.010 -0.024 -0.001
Cl -2.945283 2.374281 -8.851231 0.021 0.006 -0.038
Cl 1.817834 -5.913896 7.110482 -0.017 -0.018 -0.009
C -3.000549 2.539273 5.378882 -0.089 0.062 -0.108
Cl -1.348272 6.897886 5.009964 -0.019 -0.031 -0.005
Cl -3.385771 3.807105 6.544048 0.007 -0.025 0.061
H 3.003713 0.459652 -5.399368 0.237 -0.044 0.138
H 0.489093 0.257724 -0.651438 -0.054 0.067 -0.003
C -1.413221 -0.791038 3.830745 0.057 -0.227 -0.185
Cl -0.669052 7.125750 7.823951 -0.033 -0.028 -0.004
Cl -2.316744 -0.531927 2.335917 0.019 0.042 -0.023
H -2.750915 6.666042 6.863643 -0.029 -0.025 -0.003
H -1.528919 0.021510 -5.456384 -0.307 -0.145 0.094
Cl 3.668449 -3.221790 1.304068 0.324 -0.221 0.227
H 0.420579 -0.116307 -6.982236 0.023 0.156 0.149
Cl 0.622373 -6.284731 -1.081163 -0.044 -0.091 -0.004
Cl 5.554030 -5.430523 1.296975 0.005 0.032 0.014
C 0.301353 -5.204517 6.554489 0.097 0.152 -0.027
H -1.981569 2.681471 5.045457 0.040 -0.022 0.006
Cl -0.000184 -3.664893 7.365095 -0.023 -0.033 -0.003
H 0.398474 -0.464771 -4.592764 -0.017 -0.083 -0.101
C -1.937234 7.332060 6.614755 0.091 0.088 -0.015
C 0.931037 -0.507810 -1.272215 0.065 -0.073 -0.004
C 2.727096 4.407577 -5.917115 -0.181 0.004 0.021
Cl -0.198400 0.473294 4.061679 -0.025 0.016 -0.013
H 1.013364 1.688206 -5.404352 -0.212 0.020 -0.165
C -3.829427 1.664118 -7.503199 0.011 0.024 0.045
H -3.101321 1.269979 -6.805672 0.067 0.052 0.014
Cl 1.991540 0.286885 -2.450119 -0.119 -0.092 0.208
Cl 0.854621 -5.820383 1.767147 -0.075 -0.019 -0.115
H -2.114326 -0.732524 4.652170 0.096 -0.016 -0.088
Cl 1.431121 3.857994 -6.981644 0.096 0.108 -0.027
H 3.535199 4.777257 -6.531921 0.046 -0.016 -0.012
H 2.414961 -1.076092 -5.392293 0.380 -0.202 0.038
C 4.830668 -4.142750 2.261466 -0.130 -0.134 0.003
H -0.501499 -5.881819 6.808543 -0.027 -0.023 0.009
Cl -0.595866 -3.944112 0.082060 -0.182 -0.255 0.189
H 5.617799 -3.471084 2.573038 0.023 0.026 0.010
Cl 0.315479 -5.001515 4.801382 0.158 -0.527 0.281
H -1.090577 -6.208364 0.512796 -0.057 0.034 0.034
Cl 2.170926 5.724376 -4.886235 0.037 -0.016 -0.020
Cl 1.856834 -1.581998 -0.229225 -0.181 0.373 -0.236
O -1.050245 0.830917 -5.639635 0.289 0.459 0.109
Cl 4.061632 -4.799800 3.708845 0.009 0.028 -0.002
Cl -4.060320 2.636117 3.975384 0.052 -0.004 0.024
C -0.186750 -5.638546 0.351250 0.305 0.131 -0.141
Cl -0.382499 -1.397505 -2.058575 0.106 0.215 -0.046
P 0.643476 0.378871 -5.682995 -0.060 -0.940 -0.505
Cl -2.554509 8.984417 6.629794 -0.013 -0.033 0.003
Cl -3.111792 0.947578 6.137910 -0.123 0.136 0.212
Cl -0.669913 -2.389118 3.853283 -0.171 0.517 -0.050
```
Positions in Å, forces in eV/Å.

Values from the calculation:
* charge: 0
* HOMO level: -9.2185 eV
* E_LUMO: 0.2 eV
* total energy: -360506.3508 eV
* SMILES: ClC(Cl)Cl.ClC(Cl)Cl.ClC(Cl)Cl.ClC(Cl)Cl.ClC(Cl)Cl.ClC(Cl)Cl.ClC(Cl)Cl.ClC(Cl)Cl.ClC(Cl)Cl.N[PH3]O
* maximum force: 1.1 eV Å⁻¹

(5)
This record from OMol25 describes a single C3H9N3S2 molecule in a non-equilibrium geometry. The level of theory is ωB97M-V with the def2-TZVPD basis set.

Geometry as XYZ:
```
17
Properties=species:S:1:pos:R:3:forces:R:3
C 0.970331 -1.024926 -2.154134 0.512 1.009 -1.557
C 1.276420 0.946739 2.162086 1.820 -2.434 -2.818
H 1.521058 0.431570 3.061099 -0.976 0.025 1.459
H 0.682501 -0.136406 -2.851890 0.150 -2.394 0.206
N 0.947465 -0.327894 -0.907227 -0.705 0.006 2.534
S -0.047584 -0.477386 0.246969 0.869 0.065 0.709
C -1.821037 -0.144868 -0.138616 -0.468 -1.440 -0.318
H 0.423249 -1.982988 -2.220704 -0.511 0.775 -0.094
H 2.005505 -1.342107 -2.415378 -0.420 0.572 0.253
S -2.654886 -1.446650 -0.633696 -0.221 -0.111 -0.175
H -1.458707 1.686007 0.277786 1.837 1.476 1.092
H 2.238708 0.553136 1.639191 -1.378 1.298 -0.024
H 1.263894 2.015074 2.203307 0.108 0.451 0.291
N -2.184714 1.102166 0.022468 0.508 -0.502 -0.055
H -2.947882 1.587719 -0.341283 -1.723 -0.083 -0.793
H -0.276334 -1.904458 0.590533 0.138 1.630 -0.584
N 0.062011 0.465272 1.459490 0.458 -0.344 -0.126
```
Positions in Å, forces in eV/Å.

Values from the calculation:
* charge: 0
* HOMO level: -8.7272 eV
* E_LUMO: 0.2 eV
* total energy: -29392.9054 eV
* ΔE to the lowest compared entry with this formula, charge and spin: 92.69 kcal/mol
* SMILES: CN=[SH](=NC)C(N)=S
* maximum force: 4.1 eV Å⁻¹

(6)
This record from OMol25 describes a molecular structure, C3H4NdO2 in a non-equilibrium geometry. The level of theory is ωB97M-V with the def2-TZVPD basis set.

Geometry as XYZ:
```
10
Properties=species:S:1:pos:R:3:forces:R:3
C -2.682987 0.304370 0.036471 0.090 -0.171 0.085
O -1.086669 -1.367689 0.108240 -0.125 -0.354 -0.062
C 0.204300 -1.783151 0.042104 -0.477 -0.422 0.091
O 1.168465 -1.109904 -0.053449 0.513 0.436 -0.029
H 2.252542 2.917347 0.198391 -0.590 -0.514 0.153
H -2.816035 1.189169 0.679757 -0.082 -0.136 -0.109
H -3.380083 -0.508702 0.267131 0.111 0.181 -0.080
Nd 1.046938 1.373722 -0.211120 0.881 0.548 -0.438
H -2.868292 0.702255 -0.983969 -0.107 -0.039 0.074
C -1.280333 -0.050421 0.019405 -0.214 0.471 0.315
```
Positions in Å, forces in eV/Å.

Values from the calculation:
* charge: +2
* HOMO level (alpha / beta): -18.3641 / -18.3459 eV
* E_LUMO (alpha / beta): -10.7 / -10.7 eV
* 2S+1: 5
* expectation value of S²: 6.0558
* total energy: -22523.1592 eV
* ΔE to the lowest compared entry with this formula, charge and spin: 0.00 kcal/mol
* maximum force: 1.1 eV Å⁻¹

(7)
This record from OMol25 describes a molecular structure, H16Na5O12S in a non-equilibrium geometry. The level of theory is ωB97M-V with the def2-TZVPD basis set.

Geometry as XYZ:
```
34
Properties=species:S:1:pos:R:3:forces:R:3
O -7.020650 15.527570 -14.364490 -2.112 -3.700 3.121
H -5.260450 13.631800 -11.024330 0.220 0.223 0.092
H -2.438130 19.942910 -12.407350 0.359 0.099 0.045
H -5.569870 14.656480 -19.038790 0.019 0.177 0.507
O -5.052730 16.805420 -14.871660 -1.375 0.573 0.158
Na -9.065200 12.740440 -16.479360 0.560 -0.018 0.142
H -6.364020 13.105420 -11.917040 0.024 0.153 -0.227
H -5.415150 13.235710 -19.538130 0.061 -0.329 -0.126
Na -10.401330 15.338490 -12.216580 0.499 0.117 0.289
Na -6.544160 18.218600 -20.873390 0.550 -0.125 -0.122
H -2.412920 19.450430 -18.264440 0.330 0.095 -0.098
O -7.374540 17.991750 -9.754430 -0.186 -0.307 0.027
O -4.989360 14.092900 -19.550270 -0.099 0.246 -0.272
H -0.655880 14.686570 -13.773780 0.102 -0.214 0.160
Na -10.219320 18.228150 -17.693540 0.191 0.017 0.514
S -6.530640 16.681220 -15.026080 3.417 1.269 -1.424
H -3.340160 18.766450 -12.714200 -0.065 -0.435 -0.186
O -5.694090 12.822420 -11.294680 -0.209 -0.296 0.069
H -8.275030 18.234880 -9.969460 -0.174 0.220 0.122
H -6.849990 18.361700 -10.464510 0.345 0.076 -0.178
O -11.078410 20.514430 -14.076210 0.076 -0.285 -0.453
H -10.313970 20.006340 -13.804700 0.298 -0.076 0.174
O -7.275550 17.874800 -14.634530 -0.880 2.063 0.810
Na -5.774170 21.607060 -15.194460 0.274 -0.355 0.246
O -3.200360 19.457790 -17.720280 -0.519 0.263 -0.135
O -0.687820 15.442500 -14.360120 0.110 0.177 -0.183
H -3.906590 12.368040 -15.880160 0.086 0.312 0.205
O -3.614150 11.544100 -16.269810 -0.165 -0.208 0.081
H -1.611130 15.694410 -14.376830 -0.284 0.056 0.010
O -6.825020 16.435190 -16.446030 -0.934 0.117 -3.658
H -11.410390 20.900260 -13.265560 -0.232 0.254 0.213
O -3.052200 19.333030 -11.998450 -0.367 0.271 0.051
H -3.127360 18.669780 -17.181820 -0.020 -0.379 0.306
H -4.032850 11.523650 -17.130330 0.101 -0.049 -0.278
```
Positions in Å, forces in eV/Å.

Values from the calculation:
* charge: +3
* HOMO level: -13.7236 eV
* E_LUMO: -10.2 eV
* total energy: -57721.0409 eV
* ΔE to the lowest compared entry with this formula, charge and spin: 157.09 kcal/mol
* maximum force: 5.3 eV Å⁻¹

(8)
This record from OMol25 describes a gas-phase ion, H7N9S2 (charge -2) in a non-equilibrium geometry. The level of theory is ωB97M-V with the def2-TZVPD basis set.

Geometry as XYZ:
```
18
Properties=species:S:1:pos:R:3:forces:R:3
N -0.489747 -0.316484 -2.099012 -0.078 1.748 0.774
S -0.274901 -1.598209 -3.110035 0.356 -2.565 -1.643
S 2.863470 2.303846 0.149494 0.888 0.530 0.246
H -0.894203 -0.732385 2.450439 0.666 0.145 -0.842
N -0.701682 0.989715 1.287263 1.055 -2.253 -0.741
N 1.485341 1.280888 0.096255 -1.470 -0.315 1.284
N 0.370217 1.877097 1.019258 1.247 0.316 0.918
H 1.077303 1.378816 -0.827384 -0.210 0.235 0.131
N -0.698390 -1.794335 0.105710 1.452 -1.690 -1.132
N 0.335528 -1.217745 0.906329 1.871 1.179 -0.065
H -2.083087 -1.398888 -1.217490 -0.191 -0.489 -0.100
H -1.086297 0.581506 0.351974 0.659 1.456 1.607
H 0.921206 2.101111 1.951506 -1.383 -0.889 -2.406
H 1.090300 -0.478402 0.489872 -1.609 -1.812 -0.385
N -1.361478 -0.912230 -0.713089 -0.241 1.970 -0.124
N -0.113350 -0.338064 1.882031 -1.775 1.390 0.893
N -0.227322 0.813713 -2.221322 -0.579 -0.193 0.553
H -0.212910 -2.539950 -0.501799 -0.657 1.236 1.032
```
Positions in Å, forces in eV/Å.

Values from the calculation:
* charge: -2
* HOMO level: 0.6829 eV
* E_LUMO: 5.6 eV
* total energy: -35185.9804 eV
* maximum force: 3.1 eV Å⁻¹